Computed, not measured: the molecule C4H4N2O, with ωB97M-V with the def2-TZVPD basis set.

```
11
C4H4N2O, DFT ωB97M-V with the def2-TZVPD basis set
C 1.30113 1.28863 1.27022
C 1.99906 0.80254 -0.36860
C 0.63297 0.93918 0.01897
C 0.04244 -0.40515 -0.05000
N 1.60544 1.73161 2.32474
N 3.08288 0.68307 -0.74571
O 2.07682 1.86956 3.43587
H 0.13226 1.74945 -0.45184
H 0.12324 -0.94441 0.93024
H 0.54793 -1.00244 -0.90733
H -1.06259 -0.24918 -0.33875
```

Output
Energy above the lowest of the compared OMol25 structures with the same formula, charge and spin = 118.98 kcal/mol
Orbital gap = 9.72 eV
Spin multiplicity = 1
E_HOMO = -9.497 eV
LUMO = 0.22 eV

Atomic partial charges in e from the Löwdin method, atoms 1 to 2: -0.0132 -0.3008



Computed, not measured: a structure of composition C4H4N2O, with ωB97M-V with the def2-TZVPD basis set.

```
11
C4H4N2O, DFT ωB97M-V with the def2-TZVPD basis set
N 2.88440 -0.33172 0.40274
C 1.68166 -0.59549 0.23465
C 0.44218 -0.86896 -0.10038
N -0.76962 -0.93900 0.40875
C -1.71727 -0.08561 0.22992
C -1.48706 1.15685 -0.52225
O -0.37800 1.47027 -0.91182
H 3.15959 0.55303 -0.01947
H 1.25844 -1.82880 0.38415
H -2.70449 -0.32107 0.62403
H -2.36982 1.79050 -0.73031
```

Output
Energy above the lowest of the compared OMol25 structures with the same formula, charge and spin = 109.09 kcal/mol
Orbital gap = 8.28 eV
Spin multiplicity = 1
E_HOMO = -8.851 eV
LUMO = -0.57 eV

Atomic partial charges in e from the Löwdin method, atoms 1 to 2: 0.1197 -0.2501



Computed, not measured: the molecule C4H4N2O, with ωB97M-V with the def2-TZVPD basis set.

```
11
C4H4N2O, DFT ωB97M-V with the def2-TZVPD basis set
O -2.66460 0.63136 -0.52897
C -1.63354 0.72980 -1.04189
C -0.30785 0.52386 -0.20451
N 0.78059 0.48382 -0.85304
C 1.62988 -0.18886 -0.11541
C 0.94524 -0.76815 0.99608
N -0.27535 -0.34156 0.83857
H -1.62265 1.26805 -1.94509
H 2.70691 -0.60288 -0.42569
H 1.53589 -1.51295 1.64997
H -1.09452 -0.22248 1.62998
```

Output
Energy above the lowest of the compared OMol25 structures with the same formula, charge and spin = 53.60 kcal/mol
SMILES = O=Cc1ncc[nH]1
Orbital gap = 9.65 eV
Spin multiplicity = 1
E_HOMO = -9.021 eV
LUMO = 0.63 eV

Atomic partial charges in e from the Löwdin method, atoms 1 to 2: 0.0788 -0.1940



Computed, not measured: the molecule C4H4N2O, with ωB97M-V with the def2-TZVPD basis set.

```
11
C4H4N2O, DFT ωB97M-V with the def2-TZVPD basis set
H 2.19245 0.58579 -1.07422
N 1.83048 -0.23777 -0.60510
C 1.04537 0.05591 0.33339
C 0.13305 -1.02562 0.73070
C -0.91766 -0.69448 -0.04056
C -1.30218 0.71717 -0.09679
N -0.60937 1.69358 0.36746
O 0.69531 1.34508 0.69595
H 0.47417 -2.03874 0.90832
H -1.23501 -1.38202 -0.80784
H -2.30661 0.98111 -0.41131
```

Output
Energy above the lowest of the compared OMol25 structures with the same formula, charge and spin = 100.90 kcal/mol
SMILES = [H]/N=c1/cccno1
Orbital gap = 9.03 eV
Spin multiplicity = 1
E_HOMO = -9.449 eV
LUMO = -0.42 eV

Atomic partial charges in e from the Löwdin method, atoms 1 to 2: 0.0740 0.1845



Computed, not measured: the molecule C4H4N2O, with ωB97M-V with the def2-TZVPD basis set.

```
11
C4H4N2O, DFT ωB97M-V with the def2-TZVPD basis set
O 0.17326 2.65336 -0.91303
C 0.59769 1.77221 -0.19903
C 0.05781 0.42192 0.01885
C 0.75280 -0.51521 0.74632
N 0.19545 -1.75194 0.66102
C -0.85279 -1.58218 -0.11266
N -1.00147 -0.30128 -0.53197
H 1.54524 1.91071 0.37388
H 1.65167 -0.33000 1.32040
H -1.52585 -2.38006 -0.40548
H -1.78920 0.00444 -1.08658
```

Output
Energy above the lowest of the compared OMol25 structures with the same formula, charge and spin = 7.92 kcal/mol
SMILES = O=Cc1cnc[nH]1
Orbital gap = 9.98 eV
Spin multiplicity = 1
E_HOMO = -9.592 eV
LUMO = 0.39 eV

Atomic partial charges in e from the Löwdin method, atoms 1 to 2: 0.0388 -0.2341



Computed, not measured: a cluster of 2 separate species, C4H4N2O in total, with ωB97M-V with the def2-TZVPD basis set.

```
11
C4H4N2O, DFT ωB97M-V with the def2-TZVPD basis set
H -2.56089 0.32397 0.20820
N -1.60049 0.01828 0.36343
C -1.41621 -1.15273 -0.08384
N -0.19452 -1.81302 -0.05335
C 0.94701 -1.51549 0.24899
O 2.08079 -1.40036 0.49542
H -2.19129 -1.77290 -0.53240
C 1.81067 1.82500 -0.31723
C 0.64687 1.89628 -0.02085
H 2.84345 1.77220 -0.56109
H -0.37910 1.80611 0.25361
```

Output
Energy above the lowest of the compared OMol25 structures with the same formula, charge and spin = 63.33 kcal/mol
SMILES = [H]/N=C/N=C=O.C#C
Orbital gap = 11.02 eV
Spin multiplicity = 1
E_HOMO = -10.239 eV
LUMO = 0.78 eV

Atomic partial charges in e from the Löwdin method, atoms 1 to 2: 0.0617 0.0903



Computed, not measured: the molecule C4H4N2O, with ωB97M-V with the def2-TZVPD basis set.

```
11
C4H4N2O, DFT ωB97M-V with the def2-TZVPD basis set
O 0.17190 2.88424 -0.07530
C 0.73642 2.06764 -0.76301
C 0.96874 0.70096 -0.31941
C 0.47273 -0.48009 -0.58617
N -0.08838 -1.60558 -0.45261
C -0.85835 -1.62577 0.73168
N -1.00633 -0.59428 1.45356
H 1.18052 2.31137 -1.74726
H 1.27518 -0.25031 -1.44910
H -1.28552 -2.60987 0.93121
H -1.56691 -0.79832 2.27641
```

Output
Energy above the lowest of the compared OMol25 structures with the same formula, charge and spin = 112.31 kcal/mol
Orbital gap = 9.21 eV
Spin multiplicity = 1
E_HOMO = -9.414 eV
LUMO = -0.21 eV

Atomic partial charges in e from the Löwdin method, atoms 1 to 2: 0.0567 -0.2965



Computed, not measured: the molecule C4H4N2O, with ωB97M-V with the def2-TZVPD basis set.

```
11
C4H4N2O, DFT ωB97M-V with the def2-TZVPD basis set
C -1.01701 0.88911 -0.09531
C 0.16891 1.61299 -0.02423
C -1.26608 -0.35645 0.07295
C 1.44789 -0.23991 0.55597
N -1.35393 -1.54312 0.22033
N 1.77384 -1.20578 -0.17152
O 1.28211 0.94119 0.34399
H -1.86535 1.50077 -0.42194
H 0.21131 2.66991 -0.18716
H -1.46525 -2.16243 -0.55865
H 2.08356 -2.10628 0.26556
```

Output
Energy above the lowest of the compared OMol25 structures with the same formula, charge and spin = 135.32 kcal/mol
Orbital gap (spin up / spin down) = 7.31 / 7.55 eV
Spin multiplicity = 1
E_HOMO (spin up / spin down) = -6.950 / -7.332 eV
LUMO (spin up / spin down) = 0.36 / 0.22 eV

Atomic partial charges in e from the Löwdin method, atoms 1 to 2: -0.1237 -0.0886



Computed, not measured: the molecule C4H4N2O, with ωB97M-V with the def2-TZVPD basis set.

```
11
C4H4N2O, DFT ωB97M-V with the def2-TZVPD basis set
N 2.46507 0.23808 0.26871
C 1.33464 -0.18190 0.12043
C 0.44043 -1.23317 0.27226
N -0.88194 -1.20171 0.41339
C -1.63276 -0.13914 0.21347
C -1.12662 1.05638 -0.34634
O 0.10054 1.27814 -0.46976
H 2.93863 0.87351 -0.36292
H 0.91606 -2.21532 0.29161
H -2.70343 -0.26488 0.34105
H -1.85063 1.79003 -0.74190
```

Output
Energy above the lowest of the compared OMol25 structures with the same formula, charge and spin = 64.91 kcal/mol
SMILES = N=C=C/N=C\C=O
Orbital gap (spin up / spin down) = 7.97 / 7.97 eV
Spin multiplicity = 1
E_HOMO (spin up / spin down) = -8.458 / -8.459 eV
LUMO (spin up / spin down) = -0.49 / -0.49 eV

Atomic partial charges in e from the Löwdin method, atoms 1 to 2: 0.1845 -0.1559



Computed, not measured: a structure of composition C4H4N2O, with ωB97M-V with the def2-TZVPD basis set.

```
11
C4H4N2O, DFT ωB97M-V with the def2-TZVPD basis set
C 2.05792 0.20569 -1.89213
C -1.54643 0.34175 0.26634
C -1.31427 -0.88788 1.15578
C -0.02208 -0.56581 1.16534
N 2.42648 1.09684 -1.25008
N -0.12671 0.48971 0.15377
O -2.44303 1.02423 -0.14850
H 1.68765 -0.64438 -2.37492
H -2.09952 -1.47540 1.54470
H 0.97614 -0.87654 1.38766
H 0.40385 1.29179 -0.00797
```

Output
Energy above the lowest of the compared OMol25 structures with the same formula, charge and spin = 71.31 kcal/mol
Orbital gap = 9.49 eV
Spin multiplicity = 1
E_HOMO = -9.008 eV
LUMO = 0.48 eV

Atomic partial charges in e from the Löwdin method, atoms 1 to 2: -0.0636 -0.4375



Respective max |F| values: 5.60 0.45 7.53 1.54 0.54 1.05 0.44 6.71 0.80 2.77 eV/Å.